12
Properties=species:S:1:pos:R:3:forces:R:3 method="wB97M-V/def2-TZVPD" e_tot_ev=-18599.228 largest_force_ev_per_a=6.81 homo_energy_ev=-8.70 relative_energy_ev=2.690 e_lumo_ev=-1.171 charge=0 homo_lumo_gap_ev=7.53
O 3.30176 -0.33602 -0.07008 -1.376 0.375 0.918
C 2.28306 -0.94701 0.08357 -2.246 1.182 -2.083
N 0.82643 -0.62061 -0.04303 -0.674 1.820 0.806
C 0.25832 0.69299 0.12981 -0.698 -0.368 -0.592
C -1.10891 1.11473 0.02672 5.853 -3.479 -0.086
C -2.20704 0.35232 -0.14867 0.903 -4.360 1.110
S -2.32826 -1.29157 0.05179 0.068 0.189 -0.555
H 2.12992 -1.96937 0.01680 1.174 -2.812 0.498
H 0.16869 -1.51590 -0.20663 1.473 2.983 0.765
H 0.98002 1.55461 0.33449 -0.652 -1.733 -0.428
H -1.24520 2.09343 -0.03185 -0.276 4.310 0.171
H -3.05879 0.87241 -0.14292 -3.550 1.893 -0.524


141
Properties=species:S:1:pos:R:3:forces:R:3 method="wB97M-V/def2-TZVPD" e_tot_ev=-198864.611 multiplicity=2 largest_force_ev_per_a=4.54 homo_energy_ev="-14.64 / -14.64" e_lumo_ev="-8.502 / -12.563" charge=+3 homo_lumo_gap_ev="6.14 / 2.08"
O -5.12575 2.16381 2.63880 0.297 -0.618 -1.615
V -4.71773 1.30235 1.35819 1.023 1.258 1.269
O -5.10323 2.12162 0.07410 -0.005 -0.531 0.645
O -2.45268 2.64082 -2.60915 1.684 0.951 0.645
V -1.17057 3.44266 -2.04374 3.294 -1.381 -1.700
O 0.21557 2.87816 -2.68555 -3.722 0.414 0.944
O 1.52830 4.08100 3.07370 -1.038 -1.883 1.985
V 0.84164 2.94323 3.99765 1.852 -1.751 -2.424
O 1.84347 1.65791 4.10815 -2.146 3.353 -0.194
C -0.37304 -0.01823 0.71448 0.363 -0.169 0.218
F -0.82964 -0.43038 -0.47649 -0.012 0.412 0.594
F -0.69399 -0.88114 1.66112 -0.898 -0.007 0.073
F 0.92682 0.02709 0.71751 0.545 0.701 -0.581
S -1.07689 1.69806 1.13514 -2.394 1.076 -0.093
O -0.88236 2.49934 -0.09940 -0.262 -0.394 0.696
O -2.55077 1.49994 1.44476 2.593 0.173 -0.367
O -0.32635 2.20023 2.27608 -0.433 -0.791 -0.900
C -0.56107 1.17568 -6.25946 1.335 0.908 -0.488
O -1.67215 1.01428 -5.44189 -1.212 -0.349 -0.222
C -2.83665 0.51813 -6.07716 1.626 -0.012 0.951
C -3.76390 0.02998 -5.00597 -1.618 -0.244 0.189
O -3.45870 -1.30062 -4.66376 0.968 0.244 -0.527
C -2.22211 -1.56449 -3.99042 -0.963 -0.250 1.318
H 0.17079 1.78998 -5.73494 -0.064 -0.261 0.292
H -0.83814 1.74093 -7.14930 -0.140 -0.239 -0.324
H -0.09240 0.23256 -6.54049 -0.138 -0.249 -0.081
H -2.60010 -0.27631 -6.78498 0.319 -0.274 -0.165
H -3.28070 1.28800 -6.70820 -0.416 0.527 0.223
H -4.74218 0.07565 -5.48449 -0.219 -0.755 0.091
H -3.90836 0.63570 -4.11135 0.847 0.470 -0.002
H -1.29457 -1.61185 -4.56098 -0.140 0.146 -0.863
H -2.38095 -2.54134 -3.53366 0.156 -0.230 -0.357
H -2.02928 -0.89790 -3.14983 -0.177 0.556 -0.245
C -1.64776 4.83245 -4.79758 -1.324 -2.109 -2.070
O -1.29104 5.09880 -3.52164 -0.103 0.491 3.074
C -0.56301 6.31134 -3.38711 0.897 0.197 1.803
C -0.39894 6.45122 -1.86461 0.057 0.851 -1.937
O 0.05436 5.20476 -1.34203 -0.605 1.008 1.167
C 0.58262 5.48987 -0.01731 0.216 -1.348 1.032
H -2.19148 3.88970 -4.73678 0.068 -0.215 -0.294
H -0.73453 4.64987 -5.36395 -0.231 0.471 -0.670
H -2.40581 5.51618 -5.17963 0.613 0.532 -0.306
H -1.07201 7.20209 -3.75534 -0.450 -0.294 -0.221
H 0.39693 6.23754 -3.89815 0.070 -0.244 -0.026
H -1.36169 6.77937 -1.47277 -0.038 -0.263 0.485
H 0.33899 7.23312 -1.68518 0.020 -0.058 0.197
H 1.36871 6.24490 -0.00760 0.007 -0.161 -0.536
H 0.95783 4.55085 0.38959 0.246 0.126 -0.314
H -0.16587 5.78930 0.71632 -0.545 0.293 -0.496
C 3.15898 -1.77694 4.87520 1.434 0.390 1.695
O 2.00362 -2.52555 4.99834 -0.984 0.298 -1.082
C 1.49745 -2.76027 3.70594 -1.598 -1.406 0.963
C 0.05145 -3.32888 3.83055 0.774 -0.722 0.051
O -0.11171 -4.38295 4.78143 1.036 0.429 -0.712
C -1.43954 -4.78875 4.96306 -0.271 0.435 -0.337
H 3.06824 -0.81711 4.36668 -0.403 0.094 -0.278
H 4.00168 -2.31908 4.44620 -0.058 -0.252 -0.325
H 3.42887 -1.58044 5.91282 0.355 0.287 -0.040
H 2.16978 -3.42035 3.15788 -0.197 0.022 -0.018
H 1.32418 -1.83635 3.15418 0.419 0.408 -0.216
H -0.22644 -3.65494 2.82828 -0.118 -0.322 -0.307
H -0.60568 -2.48583 4.04399 -0.373 0.245 0.565
H -1.54220 -5.49172 5.78973 0.324 0.449 0.245
H -1.89347 -5.30968 4.12005 0.255 -0.039 -0.571
H -1.99643 -3.86106 5.09486 -0.702 -0.055 0.523
C 0.51241 -4.82520 -3.31021 -0.513 -0.224 -0.432
O 1.67407 -4.19176 -3.76610 1.273 -0.070 -0.402
C 1.48049 -3.01127 -4.58185 -0.479 -0.748 2.818
C 2.66725 -2.02660 -4.53344 0.714 -1.465 -0.420
O 3.13904 -1.63476 -3.23884 -1.283 0.081 -1.044
C 2.15991 -0.87892 -2.55654 0.258 -0.204 0.573
H -0.05563 -4.15969 -2.66019 -0.326 0.209 0.102
H 0.66406 -5.75776 -2.76667 1.010 0.319 0.337
H -0.11422 -5.22190 -4.10900 -0.320 0.546 -0.529
H 0.72705 -2.50830 -3.97567 -0.892 0.583 -0.459
H 1.07542 -3.32338 -5.54446 0.360 0.457 -0.348
H 2.34804 -1.18365 -5.14633 0.016 0.484 0.098
H 3.52110 -2.47562 -5.04082 0.098 0.046 0.128
H 1.61909 -0.18661 -3.20176 0.113 0.274 -0.253
H 2.65365 -0.33122 -1.75382 0.102 0.116 -0.137
H 1.41867 -1.51171 -2.06846 -0.169 -0.309 0.028
C -1.28513 5.65239 3.61949 0.319 0.641 1.253
O -1.25191 4.25526 3.94187 -0.065 -0.130 0.276
C -2.14317 3.90159 5.00588 0.072 -0.075 -0.220
C -2.11374 2.40033 5.12406 0.172 0.316 0.665
O -0.74483 1.88085 5.09557 0.196 0.934 -0.731
C -0.69741 0.48271 5.47630 -0.690 -0.174 1.071
H -1.14913 6.19910 4.55261 0.714 0.154 0.123
H -2.25538 6.06860 3.34840 -0.215 -0.792 -0.873
H -0.46091 5.85312 2.93503 -0.349 0.020 0.037
H -3.17226 4.19430 4.79759 -0.127 -0.037 -0.442
H -1.94582 4.40565 5.95197 0.778 0.119 -0.001
H -2.75322 2.00199 4.33635 0.405 -0.573 -0.137
H -2.53958 2.20643 6.10852 -0.081 -0.530 -0.046
H -1.03584 0.50664 6.51216 -0.528 -0.524 -0.078
H 0.25510 -0.04149 5.55403 0.521 0.911 -0.733
H -1.34584 -0.07869 4.80365 -0.135 -0.027 0.170
C -3.76382 -0.72077 -1.05923 -0.553 0.430 -0.276
O -3.98660 -0.48571 0.34329 -1.020 0.730 0.154
C -3.77639 -1.62964 1.14073 1.796 -1.215 0.524
C -3.63320 -1.29540 2.64655 0.836 -0.991 -1.396
O -4.60197 -0.38823 3.03011 -0.374 0.433 -0.751
C -4.85609 -0.41100 4.44278 -1.070 0.574 -0.505
H -3.45270 0.21226 -1.52908 -0.030 0.149 0.258
H -4.70834 -1.02698 -1.50892 0.089 -0.233 -0.054
H -2.98077 -1.46118 -1.22270 -0.169 -0.089 0.333
H -2.80005 -1.94962 0.77678 0.293 -0.559 0.585
H -4.40902 -2.48843 0.91632 -0.801 0.464 0.046
H -2.63825 -0.88042 2.80770 0.035 0.152 0.137
H -3.67862 -2.22068 3.22091 -0.179 -0.177 -0.058
H -5.50711 0.45477 4.56410 0.209 -0.044 0.555
H -3.93289 -0.34437 5.01842 -0.040 -0.004 -0.034
H -5.43302 -1.31207 4.65093 0.242 -0.055 0.269
C 7.29743 0.79038 -0.38869 -0.298 0.485 -0.155
C 5.93272 0.09666 -0.28188 0.268 0.189 -1.025
O 4.91097 1.02777 0.21406 -1.162 1.009 -0.321
C 4.35774 1.99411 -0.58754 2.752 -1.237 -2.202
O 4.75175 2.28267 -1.73880 -1.970 -0.686 4.037
C 3.12756 2.68152 0.16073 2.990 -0.902 -1.370
F 3.46115 3.96577 0.35650 -0.837 -0.343 0.291
F 2.11182 2.59328 -0.71131 -0.614 0.276 0.832
F 2.87239 2.06393 1.31467 -0.646 0.706 -0.534
H 7.58891 1.31428 0.52162 -0.260 -0.354 0.361
H 7.26000 1.59459 -1.12350 -0.113 -0.209 -0.264
H 8.13318 0.14133 -0.65012 -0.330 -0.284 -0.038
H 5.93562 -0.82768 0.29577 -0.100 0.650 1.027
H 5.52368 -0.31261 -1.20561 0.390 0.553 -0.628
C 2.78169 -7.92941 -1.51798 1.008 1.115 0.465
C 2.56180 -7.04792 -0.26164 -0.622 -0.936 0.397
O 3.14048 -5.74174 -0.34064 0.300 3.492 0.345
C 2.78704 -4.75668 0.57737 -1.658 -3.912 0.744
O 2.00541 -4.95270 1.51702 1.998 0.856 -2.576
C 3.42657 -3.36652 0.37446 1.449 -0.238 -0.097
F 4.07557 -2.99424 1.50232 -0.082 -0.435 -0.632
F 4.28610 -3.27262 -0.66788 -0.918 -0.179 1.012
F 2.44991 -2.48655 0.21610 -0.615 0.510 -0.437
H 2.59732 -8.98823 -1.33628 -0.408 0.217 0.308
H 3.84601 -7.88416 -1.74882 0.046 0.058 -0.253
H 2.22737 -7.58513 -2.39108 -0.046 -0.023 0.130
H 3.06491 -7.47522 0.60576 -0.445 -0.449 0.034
H 1.49419 -6.91467 -0.08689 0.013 -0.158 0.339


21
Properties=species:S:1:pos:R:3:forces:R:3 method="wB97M-V/def2-TZVPD" e_tot_ev=-9400.881 largest_force_ev_per_a=5.51 homo_energy_ev=-8.32 smiles=C[C@@H](N)CCN.O relative_energy_ev=2.726 e_lumo_ev=0.704 charge=0 homo_lumo_gap_ev=9.03
C 2.71408 -0.82602 -0.33301 -0.871 -0.679 -0.660
C 1.28631 -0.29115 0.00295 0.407 -1.480 1.278
N 1.33540 -0.07738 1.47776 4.483 -1.584 -2.784
C 0.93072 1.01959 -0.82860 -1.799 -4.290 -2.727
C -0.56871 0.98047 -1.35924 -0.441 1.145 0.609
N -0.64200 0.09814 -2.57341 -0.684 -0.717 1.844
H 2.80770 -0.94006 -1.41478 -0.293 -0.439 -0.109
H 3.39325 0.02148 -0.17702 0.329 -0.669 0.872
H 2.91648 -1.88105 0.13503 0.002 2.355 -0.491
H 0.56397 -1.18511 -0.02033 0.549 1.532 -1.456
H 0.66821 0.38370 1.90792 -3.965 2.388 2.444
H 1.88262 -0.73305 2.02850 -0.497 0.326 -0.411
H 1.58067 1.20004 -1.71705 -0.309 -0.892 0.395
H 1.11758 1.84376 -0.31338 0.460 3.518 3.022
H -1.25155 0.67981 -0.46619 1.083 -0.301 -1.787
H -0.99765 2.04498 -1.53801 1.052 -1.452 -0.098
H -0.62021 0.51286 -3.47416 0.353 1.132 -0.428
H -1.47084 -0.48808 -2.61442 0.139 0.106 0.490
O -4.07858 -0.77963 3.07422 -0.615 1.539 -0.348
H -3.96208 0.19968 2.97420 0.126 -1.285 0.202
H -5.02778 -0.86452 2.87282 0.489 -0.251 0.144


48
Properties=species:S:1:pos:R:3:forces:R:3 method="wB97M-V/def2-TZVPD" e_tot_ev=-28654.734 largest_force_ev_per_a=1.46 homo_energy_ev=-1.95 e_lumo_ev=2.890 charge=-1 homo_lumo_gap_ev=4.84
C 3.86957 -2.49243 -2.46084 -0.234 0.106 0.595
C 3.12383 -1.57244 -2.23505 -0.448 0.156 -0.068
C 2.16632 -0.50897 -1.84212 0.763 -0.303 -0.480
C 2.14103 -0.43997 -0.30425 0.051 0.967 -0.141
C 0.89492 0.29839 0.28219 -0.828 -0.788 0.162
N -0.34444 -0.11907 -0.30901 -0.082 0.348 -0.044
C -0.80271 0.85795 -1.26019 0.457 -1.145 0.131
C -2.10939 0.35730 -1.94718 0.794 0.603 -0.106
C -2.28901 -1.14597 -1.82849 -0.737 -0.478 -0.210
C -3.15058 -1.53734 -0.64071 0.953 -0.478 -1.005
O -3.77084 -0.78216 0.02558 -0.672 0.466 0.840
O -3.20935 -2.89202 -0.37114 -0.396 0.214 -0.015
H 4.45290 -3.36478 -2.29958 0.200 -0.031 -0.431
H 2.50847 0.42380 -2.30615 -0.096 0.061 0.261
H 1.17845 -0.72122 -2.25891 -0.019 -0.159 0.309
H 3.06432 0.08318 0.00173 -0.049 -0.305 0.114
H 2.18828 -1.47054 0.05935 -0.182 0.173 0.151
H 0.85105 0.01704 1.35608 0.370 0.164 -0.107
H 0.99392 1.40982 0.26948 0.420 -0.188 -0.141
H -0.98087 1.85712 -0.79038 0.029 -0.038 -0.325
H -0.03927 0.99372 -2.07637 -0.259 0.517 0.070
H -2.95044 0.90736 -1.51902 -0.141 -0.359 -0.122
H -2.02806 0.61206 -3.01277 -0.257 0.034 0.135
H -1.34450 -1.69226 -1.76302 0.043 0.335 0.193
H -2.80528 -1.53444 -2.72691 -0.082 0.060 0.176
H -3.03210 -3.38582 -1.17836 0.394 0.069 0.005
N 4.06983 3.01122 -1.30492 -0.061 0.207 0.031
C 4.07154 3.95562 -2.24535 0.054 -0.150 0.009
C 3.35585 5.13858 -2.15167 -0.001 -0.009 0.014
C 2.59030 5.35284 -1.01653 -0.042 0.073 0.028
C 2.57320 4.38413 -0.02863 0.033 0.054 -0.028
C 3.32890 3.23681 -0.21999 0.141 -0.198 -0.039
H 4.68186 3.74240 -3.11695 -0.023 0.055 -0.029
H 3.39653 5.87122 -2.94687 0.005 -0.025 -0.015
H 2.01413 6.26330 -0.90465 -0.005 -0.015 -0.006
H 1.98749 4.51180 0.87126 -0.018 -0.061 -0.011
H 3.34674 2.45032 0.52551 -0.098 0.026 0.023
N -4.37995 -2.01444 4.10621 0.265 -0.244 0.088
C -3.58811 -1.93168 3.03125 -0.572 0.457 0.114
C -2.44764 -2.68395 2.85324 0.441 -0.253 -0.111
C -2.08676 -3.58530 3.83842 -0.024 -0.019 0.072
C -2.88796 -3.69109 4.96694 -0.056 0.044 -0.031
C -4.01686 -2.88690 5.04888 -0.068 0.065 -0.071
H -3.88659 -1.22022 2.27300 0.015 -0.028 -0.048
H -1.85887 -2.55741 1.95439 0.003 0.047 0.003
H -1.19738 -4.19460 3.73205 -0.001 0.015 0.002
H -2.64444 -4.38085 5.76492 -0.030 0.012 0.018
H -4.67393 -2.93908 5.91180 0.049 -0.052 0.041